Molecular formula: C65H72BrCl3N7OP3RbSi
Method: DFT, ωB97M-V with the def2-TZVPD basis set

Net charge: -1
E_tot, eV: -225063.3157
Relative energy (zero: lowest compared OMol25 entry of this formula, charge and spin), kcal per mole: 9.9
LUMO (alpha / beta), hartree: 0.049 / 0.053
Kohn-Sham gap (alpha / beta), eV: 5.98 / 6.10
E_HOMO (alpha / beta), eV: -4.66 / -4.66

CARTESIAN COORDINATES (ANGSTROEM)
H -4.189 3.185 -2.612
H -1.126 5.538 0.666
H 0.814 -4.796 -5.281
H -4.874 -2.306 -2.076
N -0.288 0.536 3.223
C 8.606 -5.895 4.463
H -3.578 1.890 -1.580
H -1.114 6.107 -1.767
C -4.200 -1.904 -2.816
C -3.025 3.901 -0.919
H -4.319 -1.260 1.038
C -0.972 2.824 2.923
H -1.277 -3.050 1.810
C 8.277 -4.645 3.975
H 1.491 4.498 -1.858
H 0.541 2.435 -4.967
C 0.833 5.296 -2.205
C -2.489 4.672 -5.458
H -4.117 -3.273 0.293
N 1.978 -1.220 1.240
C 0.599 0.460 -4.102
C 1.087 1.504 -4.908
C 5.980 -5.456 3.709
P 1.003 -1.958 -2.688
Cl 5.889 1.235 -3.081
H 9.627 -6.095 4.763
H 0.401 0.996 6.997
H -5.212 -2.918 -4.409
H -2.765 5.563 -6.009
C -2.192 2.291 -5.352
H 0.348 -1.396 3.459
H -1.331 -3.738 -2.430
C 1.803 -2.537 1.354
C 4.579 3.399 -2.436
H -1.129 -4.925 -3.728
C 3.450 -1.096 -1.669
C -3.985 2.906 -1.576
C -2.188 -2.329 -0.021
H -4.590 5.333 -0.531
H -2.751 -4.386 0.302
C -3.843 -0.379 7.071
Si -1.000 0.821 -3.165
H 0.637 -3.064 -5.596
H -0.997 5.269 5.330
H 5.589 -7.493 4.292
C 6.332 -6.711 4.208
H 2.808 -0.356 -1.193
C -2.574 3.422 -6.057
C -4.058 0.830 1.260
H -1.328 4.940 2.904
C -0.939 -3.887 -3.437
C -0.538 1.732 3.811
H -2.005 5.745 -3.676
O -1.189 2.613 1.698
H -3.615 -2.123 -6.144
C 1.081 -3.798 -4.919
H 1.052 -4.308 -2.834
C 4.134 -1.489 2.240
C -2.859 -0.533 8.031
H 3.930 0.112 -6.094
H 2.560 -4.455 1.975
H 0.338 6.444 0.242
H -1.232 0.439 9.046
H 3.880 -0.628 -2.553
C 0.431 -0.327 5.333
H 6.669 -2.483 2.823
C -2.462 -0.983 -4.739
C -3.157 -3.494 -0.185
N 2.657 2.213 -1.240
P -2.735 -0.662 -0.665
C 0.163 -0.450 3.960
C 3.126 -0.718 1.683
H 0.396 4.691 0.491
C -0.204 5.507 0.084
H 0.866 -2.929 0.972
Cl 5.717 4.235 -1.467
C -4.390 -2.265 -4.142
C -0.884 4.281 4.894
H 2.639 2.235 -6.191
C -1.076 4.097 3.536
C -3.504 -1.816 -5.111
H 4.086 -2.989 -3.593
C -3.604 5.309 -1.003
H -6.400 0.007 0.388
C -1.697 3.632 -3.421
P -1.314 3.665 -1.633
N 4.758 -4.990 3.262
H -2.674 -2.034 2.092
C 0.175 0.865 5.947
H -1.747 -0.671 -5.492
H 5.038 -0.999 2.577
C 2.742 -3.391 1.902
C 3.532 2.739 -1.784
C 2.694 -2.383 -2.002
H -1.275 -2.527 -0.593
C 7.647 -6.913 4.579
H -1.506 -3.246 -4.110
Rb 0.244 1.078 0.049
H 4.459 -3.592 -1.999
C -0.634 3.228 5.755
C 2.991 0.212 -5.565
C 2.529 -0.829 -4.777
H 3.261 0.353 1.577
Cl 4.242 4.057 -3.986
N 6.271 -3.365 3.095
H 0.841 -1.166 5.881
C -1.727 2.371 -4.033
H -5.968 -1.270 -0.740
C -2.295 -0.550 -3.415
C -3.987 0.811 6.377
C -3.161 -1.052 -2.425
H -2.920 3.330 -7.080
H -4.793 0.838 2.071
C 6.950 -4.448 3.605
C -2.061 4.771 -4.145
C -2.092 1.708 7.563
H 1.358 6.246 -2.076
H -3.206 2.777 6.062
N -1.225 2.776 7.962
H -4.770 0.918 5.639
H -5.635 0.415 -1.149
H -2.980 6.047 -0.498
C -1.999 0.524 8.285
H 2.162 -3.694 -4.985
H 4.286 -1.306 -0.998
H -4.938 2.888 -1.041
C -0.472 5.297 -1.407
C -3.108 1.856 6.620
C 3.947 -2.860 2.351
H -2.770 -1.464 8.574
C -4.292 -0.397 0.366
H -3.055 0.842 1.691
H -3.341 -3.741 -1.229
C 2.273 1.394 -5.617
H -2.884 3.624 0.132
N -0.656 3.522 7.140
H -3.733 5.620 -2.044
H 7.951 -7.877 4.967
C -1.797 -2.158 1.451
C 0.559 -3.592 -3.501
H 0.659 5.146 -3.272
C -5.644 -0.313 -0.334
H -1.160 -1.285 1.611
H -2.242 1.335 -5.854
C 1.368 -0.722 -4.007
H 3.150 -4.333 -2.914
H -4.170 1.760 0.703
H 3.123 -1.727 -4.723
H 2.391 -2.861 -1.064
C 4.970 -3.754 2.905
Br -5.029 -1.820 6.707
C 3.633 -3.382 -2.683
C -0.358 1.940 5.204
H 9.019 -3.861 3.886

Atom charges from the Mulliken analysis, given in e for atoms 1 to 6: atom 1 (H): 0.48, atom 2 (H): 0.09, atom 3 (H): 0.49, atom 4 (H): 0.33, atom 5 (N): 0.54, atom 6 (C): -0.39

=====

Molecular formula: C3H10NO2
Method: DFT, ωB97M-V with the def2-TZVPD basis set

Net charge: +1
E_tot, eV: -8851.4781
Relative energy (zero: lowest compared OMol25 entry of this formula, charge and spin), kcal per mole: 19.9
LUMO, hartree: -0.128
Kohn-Sham gap, eV: 11.46
E_HOMO, eV: -14.94

CARTESIAN COORDINATES (ANGSTROEM)
O -1.274 -2.385 -0.450
C 0.660 0.742 0.426
H 1.844 -0.976 0.090
N 0.865 -0.712 -0.022
H 1.331 0.901 1.285
H -0.837 2.168 0.829
H -1.053 0.687 1.802
C -0.739 1.078 0.825
H 0.550 -0.821 -0.994
H -1.853 -2.699 0.250
H 1.288 2.631 -0.754
O 0.970 1.015 -1.876
C 1.069 1.546 -0.796
H -1.495 0.795 0.099
H -1.627 -2.674 -1.299
H 0.301 -1.297 0.585

Atom charges from the natural (NBO) analysis, given in e for atoms 1 to 6: atom 1 (O): -1.00, atom 2 (C): -0.15, atom 3 (H): 0.44, atom 4 (N): -0.67, atom 5 (H): 0.24, atom 6 (H): 0.26

=====

Molecular formula: C6H11N
Method: DFT, ωB97M-V with the def2-TZVPD basis set

Net charge: +1
E_tot, eV: -7875.4289
Relative energy (zero: lowest compared OMol25 entry of this formula, charge and spin), kcal per mole: 158.1
LUMO (alpha / beta), hartree: -0.254 / -0.257
Kohn-Sham gap (alpha / beta), eV: 7.34 / 7.35
2S+1: 2
E_HOMO (alpha / beta), eV: -14.24 / -14.33

CARTESIAN COORDINATES (ANGSTROEM)
C -0.634 -0.992 0.445
H 2.161 1.568 -0.743
C 1.682 -0.501 -1.043
H -3.039 -0.341 0.610
C 1.283 0.887 -0.761
C 0.097 -0.110 1.425
H -0.187 0.098 2.474
H 2.464 -0.605 -1.795
N -1.292 -0.701 -0.766
H -2.375 1.153 -0.091
H 0.877 -1.009 -1.393
H 0.142 2.021 0.608
H 1.568 1.447 1.393
C -2.186 0.098 0.029
H -0.698 -2.172 0.314
H 0.523 1.256 -1.446
H 2.016 -1.030 -0.144
C 0.690 1.038 0.835

Atom charges from the Mulliken analysis, given in e for atoms 1 to 6: atom 1 (C): -0.22, atom 2 (H): 0.42, atom 3 (C): -1.27, atom 4 (H): 0.32, atom 5 (C): -0.39, atom 6 (C): -0.17

=====

Molecular formula: C26H28BaN2S2Si
Method: DFT, ωB97M-V with the def2-TZVPD basis set

E_tot, eV: -60637.3251
LUMO, hartree: -0.017
Kohn-Sham gap, eV: 4.85
E_HOMO, eV: -5.32

CARTESIAN COORDINATES (ANGSTROEM)
H -1.447 -4.716 -5.846
C -0.885 0.751 -4.901
C -0.706 -1.570 5.400
H -0.476 -3.484 -4.999
H 2.184 2.520 -0.023
H -0.780 -2.469 5.990
C -0.574 0.673 4.436
S -0.377 -5.197 2.312
H -2.191 -3.747 -4.548
C 4.149 -0.907 -4.564
C -1.474 -3.727 -5.373
Ba 0.452 -0.555 0.375
C 2.344 0.180 -3.366
N -0.455 -0.236 3.494
C 3.613 0.232 -3.946
H -2.817 0.074 -2.152
H -2.103 2.229 -0.797
H 0.456 -3.130 -0.704
C 0.139 -4.071 -0.203
H -3.623 2.713 -5.459
C 0.124 2.357 -0.899
C -3.346 1.431 -3.738
C -1.724 1.677 -5.529
H -0.737 -4.349 4.635
H -0.807 -2.477 -2.939
H -4.290 1.715 -3.270
C -0.487 -2.750 3.192
C -1.143 2.167 -0.291
H 1.951 1.071 -2.866
C -0.161 -3.852 1.237
H -0.842 2.525 5.365
H 3.862 -3.011 -5.005
H 0.282 2.559 -1.962
C -1.283 0.124 -3.702
H -0.752 -4.480 -0.701
H -1.718 1.847 1.848
C -0.938 1.974 1.098
H 1.623 -3.116 -3.935
N -0.253 -2.666 1.798
H 0.934 2.025 2.336
H 5.142 -0.867 -5.020
C -2.960 2.003 -4.961
C 1.571 -1.004 -3.436
H -1.783 -2.980 -6.113
H 0.094 0.526 -5.331
Si -0.195 -1.096 -2.850
H -1.374 2.524 3.680
H 0.951 -4.804 -0.290
C -0.598 2.153 4.362
S -0.746 -0.001 6.068
C -0.575 -4.062 3.607
H 4.193 1.157 -3.911
H 0.390 2.564 4.108
C 2.165 -2.167 -3.973
H -1.408 2.149 -6.461
C 0.462 2.086 1.353
C 3.430 -2.111 -4.560
C 1.116 2.330 0.115
C -2.515 0.503 -3.113
C -0.560 -1.548 4.019

Atom charges from the natural (NBO) analysis, given in e for atoms 1 to 6: atom 1 (H): 0.20, atom 2 (C): -0.16, atom 3 (C): -0.42, atom 4 (H): 0.22, atom 5 (H): 0.21, atom 6 (H): 0.24

=====

Molecular formula: C53H132Cl4N8O
Method: DFT, ωB97M-V with the def2-TZVPD basis set

E_tot, eV: -121157.8760
LUMO, hartree: 0.014
Kohn-Sham gap, eV: 8.44
E_HOMO, eV: -8.04
SMILES string: CCN(CC)CC.CCN(CC)CC.CCN(CC)CC.CCN(CC)CC.CCN(CC)CC.CCN(CC)CC.CCN(CC)CC.CCN(CC)CC.ClCCCl.ClCCCl.CO

CARTESIAN COORDINATES (ANGSTROEM)
C -16.052 -15.413 13.973
H -23.294 -12.282 13.419
H -19.700 -13.341 10.669
H -20.967 -12.406 5.102
C -15.357 -16.748 10.507
C -12.779 -10.739 11.820
H -17.901 -17.804 16.614
C -23.206 -10.316 14.252
C -18.569 -13.143 3.745
H -13.568 -14.335 9.538
C -20.794 -9.307 10.359
N -25.647 -20.637 13.477
C -18.887 -8.589 7.269
H -22.263 -11.202 12.512
N -19.466 -13.818 4.684
H -20.347 -18.403 16.655
C -21.115 -17.945 6.671
H -23.969 -20.757 11.246
C -17.579 -17.925 13.797
H -19.087 -15.810 9.321
H -16.067 -16.632 15.709
H -12.659 -11.360 12.732
H -13.247 -9.825 12.180
H -17.198 -15.300 15.810
C -21.879 -14.290 5.016
C -24.722 -21.636 13.029
C -16.777 -16.053 15.120
H -21.801 -9.697 10.430
C -21.053 -14.671 15.278
Cl -19.792 -12.441 14.087
C -19.807 -18.195 15.741
H -11.744 -10.629 11.478
C -25.235 -13.279 8.723
H -16.773 -12.747 13.639
H -12.837 -16.260 11.138
H -26.881 -11.846 8.857
H -15.046 -17.797 8.677
C -18.090 -11.719 4.123
C -16.693 -19.062 14.297
H -12.456 -19.108 6.521
H -16.162 -13.274 9.506
Cl -24.464 -10.914 11.976
C -24.627 -15.903 11.337
H -19.711 -11.221 7.851
H -17.660 -15.355 5.843
N -24.823 -14.608 9.224
H -24.700 -16.840 7.508
H -18.159 -9.360 9.192
C -25.743 -20.708 14.953
H -24.183 -10.395 14.741
H -19.246 -18.886 11.286
H -14.051 -18.766 7.131
H -18.965 -11.131 4.438
H -13.603 -10.594 9.848
H -22.067 -11.435 8.341
H -19.157 -14.702 14.210
H -23.416 -14.275 10.816
H -24.041 -22.490 11.119
H -19.253 -11.423 9.487
C -20.481 -16.964 7.641
H -18.984 -12.621 6.373
H -16.997 -11.049 10.491
C -24.548 -21.629 11.553
H -19.091 -13.918 15.802
H -15.075 -15.852 11.046
H -19.714 -8.012 6.869
H -23.799 -17.671 13.247
H -20.459 -17.771 14.966
C -16.036 -11.110 10.014
H -19.031 -13.098 2.755
C -19.030 -8.862 8.754
N -20.277 -9.642 9.044
H -17.604 -11.283 3.267
H -21.609 -14.058 16.008
H -16.922 -18.614 7.460
H -19.104 -7.932 9.307
C -21.336 -11.907 9.022
H -21.831 -15.251 4.486
C -20.054 -18.161 11.190
H -19.825 -14.072 6.687
H -25.533 -21.520 11.073
C -23.905 -18.755 13.407
Cl -22.081 -15.043 13.857
H -23.199 -15.889 9.091
H -19.283 -19.365 7.974
H -27.765 -21.336 14.981
O -18.953 -14.871 9.524
H -13.403 -12.217 10.415
H -20.820 -14.657 10.537
H -23.659 -18.960 14.475
H -25.707 -16.122 11.350
C -23.181 -11.258 13.085
H -17.392 -14.327 7.321
H -17.052 -17.465 12.942
C -18.819 -18.520 8.446
C -24.464 -14.583 10.639
H -21.234 -16.250 8.015
H -15.791 -18.697 14.775
C -19.694 -14.060 14.923
H -17.500 -17.033 7.938
H -12.930 -19.671 8.160
C -24.175 -15.914 7.220
H -19.427 -19.189 15.412
H -16.899 -13.825 5.808
H -16.726 -14.863 13.296
H -18.007 -8.026 7.058
H -17.007 -11.164 12.860
H -14.598 -12.429 12.762
H -18.323 -18.824 9.361
H -21.548 -17.349 5.855
H -17.186 -19.707 15.053
C -20.095 -11.052 8.854
C -25.339 -19.239 13.037
H -21.513 -17.247 9.998
C -19.943 -9.831 11.556
H -24.502 -12.528 9.060
H -12.309 -14.790 8.434
H -27.300 -13.552 8.379
H -15.103 -17.544 11.206
Cl -22.914 -8.650 13.833
H -15.277 -13.283 11.474
C -26.695 -12.912 9.027
C -18.622 -17.303 15.989
H -20.755 -18.327 11.984
H -11.995 -14.159 10.138
H -18.478 -18.418 13.393
H -25.996 -19.695 15.351
H -14.763 -16.164 8.552
H -26.065 -18.597 13.502
C -20.717 -17.991 9.844
H -21.037 -13.100 3.502
H -15.081 -12.422 8.486
H -22.911 -13.954 4.854
H -26.601 -22.656 15.259
H -15.433 -16.114 13.405
H -23.737 -21.553 13.542
H -24.766 -20.984 15.380
H -17.539 -12.674 12.070
H -17.651 -13.704 3.613
H -18.906 -9.541 11.479
C -16.750 -12.217 12.691
H -17.394 -11.689 4.951
H -11.408 -16.484 10.117
H -21.221 -12.936 8.673
H -21.898 -18.577 7.086
H -18.959 -16.393 16.508
C -12.482 -17.578 8.079
H -22.432 -10.631 14.938
H -21.736 -14.528 6.057
H -19.553 -17.235 11.510
H -16.417 -16.621 10.319
C -17.805 -17.974 7.499
H -20.387 -9.411 12.469
H -25.391 -19.199 11.947
H -20.877 -8.231 10.447
C -19.738 -14.429 10.593
N -15.100 -11.198 11.148
H -20.429 -18.700 6.246
N -19.789 -17.511 8.825
H -18.946 -9.522 6.684
N -17.973 -16.876 14.729
C -13.702 -11.231 10.746
H -21.676 -12.004 10.058
C -12.571 -14.816 9.497
C -15.379 -12.341 12.032
H -19.863 -16.242 7.132
H -24.963 -15.325 6.759
H -21.180 -18.926 9.530
H -26.997 -13.145 10.049
H -11.422 -17.726 8.306
H -25.090 -13.826 11.143
H -25.072 -22.595 13.428
C -17.721 -14.345 6.300
C -12.469 -16.218 10.098
H -15.362 -14.668 14.376
H -16.806 -12.147 8.335
H -24.178 -16.608 10.672
C -20.839 -13.319 4.538
C -16.004 -12.301 9.042
N -13.169 -17.231 9.339
C -26.829 -21.617 15.487
H -20.852 -15.643 15.796
H -22.959 -14.416 8.200
H -18.183 -17.789 6.495
H -12.488 -16.757 7.336
H -23.160 -19.359 12.872
H -25.139 -13.374 7.648
H -15.745 -10.253 9.445
H -19.369 -14.798 11.577
C -23.731 -15.181 8.474
H -23.438 -16.253 6.505
C -14.579 -16.974 9.235
H -26.958 -21.602 16.580
H -16.491 -19.808 13.540
C -19.033 -13.679 6.074
C -12.997 -18.829 7.437
H -24.164 -15.991 12.313
H -20.026 -10.917 11.647

Atom charges from the Mulliken analysis, given in e for atoms 1 to 6: atom 1 (C): -0.52, atom 2 (H): 0.05, atom 3 (H): -0.93, atom 4 (H): 0.15, atom 5 (C): -0.50, atom 6 (C): -1.48

=====

Molecular formula: C2HCl2O3S
Method: DFT, ωB97M-V with the def2-TZVPD basis set

Net charge: -1
E_tot, eV: -44108.4508
Relative energy (zero: lowest compared OMol25 entry of this formula, charge and spin), kcal per mole: 117.0
LUMO (alpha / beta), hartree: 0.136 / 0.136
Kohn-Sham gap (alpha / beta), eV: 7.37 / 7.37
E_HOMO (alpha / beta), eV: -3.68 / -3.68

CARTESIAN COORDINATES (ANGSTROEM)
O -1.106 1.316 0.494
C 1.778 0.112 -0.802
Cl 1.383 -1.568 -0.472
S -0.942 -0.354 0.328
Cl 1.027 0.560 -2.292
H 0.595 0.852 1.663
O -1.588 -1.032 1.433
O -1.397 -0.724 -0.984
C 0.249 0.838 0.632

Atom charges from the natural (NBO) analysis, given in e for atoms 1 to 6: atom 1 (O): -0.73, atom 2 (C): -0.33, atom 3 (Cl): -0.11, atom 4 (S): 2.19, atom 5 (Cl): -0.09, atom 6 (H): 0.17